A molecular structure, C70H159As3F18NO3P4, computed with the ωB97M-V functional and the def2-TZVPD basis.

Structure (XYZ):
```
258
Properties=species:S:1:pos:R:3:mulliken_charge:R:1
As -0.2799 4.1607 0.0461 1.76
As -1.8067 -1.6213 4.5570 2.00
As -0.1352 -3.8962 -4.3840 2.04
P -1.0566 4.6586 -5.7849 0.86
P 6.2543 0.1241 2.0319 0.74
P -4.3844 4.8019 3.1035 0.56
P 0.5307 -8.2137 -0.2483 1.25
F 0.0368 -4.5547 -2.7271 -0.37
F -1.3832 -5.1441 -4.7629 -0.53
F 1.0819 -5.1089 -5.0092 -0.50
F 0.5300 2.5754 0.0589 -0.44
F -3.0344 -2.5731 5.4722 -0.50
F -1.7660 -0.6755 6.0423 -0.51
F -0.5431 -0.5262 3.7974 -0.43
F 1.1178 -2.6455 -4.0603 -0.49
F -0.4981 -2.7125 5.2163 -0.53
F -1.3969 -2.8036 -3.8340 -0.47
F -3.1069 -0.5081 3.8724 -0.51
F -1.9109 -2.6679 3.0834 -0.44
F 1.3172 4.9780 -0.2780 -0.53
F -0.5969 3.9595 -1.6509 -0.38
F -1.1775 5.7178 -0.0804 -0.56
F -0.0153 4.2408 1.7943 -0.49
F -0.3018 -3.4306 -6.1167 -0.50
F -1.8670 3.2477 0.4944 -0.22
O 3.5049 -4.1146 2.7246 -0.75
O -1.2724 -0.9166 0.6936 -0.55
O 1.9768 -5.4217 1.9869 -0.70
N 0.7557 -2.6298 1.7336 0.90
C 1.7931 -7.0912 -1.0858 0.07
C -1.6308 3.6489 7.2833 -1.69
C -6.0734 2.4037 3.0426 -0.33
C 4.6800 -0.2676 2.9302 -0.79
C -2.2014 0.1812 0.7471 -0.53
C -3.1272 -6.2514 0.6074 -1.13
C -0.0471 0.5995 -5.3056 -1.29
C 4.2532 0.0422 -1.7149 -1.43
C -2.8742 4.4779 -5.6814 -1.51
C -0.0910 0.2928 -3.8347 0.33
C 3.6965 0.9076 2.8454 -0.12
C -2.7980 3.3131 5.0044 0.01
C 7.2174 -1.3877 1.9850 -1.05
C 1.3944 -9.3292 0.9047 -0.88
C 0.4269 -10.4910 1.4077 -0.79
C 4.8308 -7.6706 -3.5683 -1.54
C 5.0048 -0.4969 -0.4678 0.03
C -6.5032 1.2817 2.1656 -0.32
C -1.3232 9.8873 -4.1045 -1.29
C -1.8850 -6.6730 -0.2142 0.02
C -5.5344 5.4055 4.3817 -1.45
C -0.5989 8.5032 -4.0079 -0.44
C 3.8307 -6.9149 -2.7510 0.19
C 0.8752 -11.1342 2.7092 -0.52
C -1.2185 7.4467 -4.9777 -0.59
C 1.2786 6.3362 -9.8640 -1.28
C 7.4714 3.4981 5.1717 -1.33
C -5.4391 6.4826 0.9914 -0.89
C 7.3728 1.3594 2.8133 -0.87
C 0.9947 -2.3358 -0.8433 -1.61
C 5.8873 0.5407 0.2703 -0.88
C -4.1818 6.0201 1.7135 -0.48
C -0.3095 -10.2561 -5.0192 -1.14
C 1.4814 1.8281 3.9221 -1.06
C -0.6883 -7.2133 0.6415 -0.90
C -2.8300 4.5482 3.9959 -0.94
C -7.5021 7.4882 5.7603 -1.17
C 3.1431 1.0564 -1.4031 -0.47
C 2.4559 0.6236 3.7967 -0.49
C -2.8401 -5.0082 1.4913 -0.93
C -0.4219 6.0863 -4.7920 -0.99
C 8.1898 -3.3968 3.2958 -0.82
C 6.2717 3.1051 4.2974 -0.55
C -3.4424 3.6110 -3.3140 0.01
C 6.7471 2.7697 2.9192 -0.82
C 4.0728 -6.3054 2.2528 -1.22
C -1.0742 1.7445 -5.6585 -0.47
C 3.1288 -5.1983 2.2827 0.78
C -1.1824 -9.3641 -4.1616 -0.85
C -3.5185 4.8006 -4.3047 -0.43
C 7.6631 -1.9269 3.3861 -0.65
C 1.5041 5.0457 -9.1400 -0.55
C 2.9473 -7.8732 -1.9137 -0.73
C -6.6047 8.0823 -0.4689 -1.39
C 0.0877 -0.4595 0.6943 0.35
C 1.0413 -1.6423 0.5797 2.16
C -5.1193 6.7025 5.0817 -0.65
C -4.2834 3.6764 -2.0237 -1.30
C 7.3889 -4.3885 2.3438 -1.21
C -0.3934 4.8574 -7.5232 -1.19
C -0.1006 -12.2018 3.2375 -1.30
C -5.2500 7.5594 -0.0678 -0.28
C -0.2037 -9.1933 -1.6454 -1.44
C -1.4413 3.2444 5.8494 -0.17
C -7.6353 1.7317 1.2086 -1.32
C -4.9848 3.2363 2.2725 -0.14
C -0.4742 -8.4848 -3.0129 0.10
C -6.1250 7.0393 6.2497 -0.61
C -0.4267 3.0843 -5.1488 -0.89
C 1.1305 4.9895 -7.6980 -0.38
H 0.2077 -10.1971 -1.7506 0.53
H 5.5853 -8.2414 -3.0270 0.34
H -8.1479 0.9575 0.6376 0.44
H -0.6127 -10.1691 1.4684 0.52
H -1.8846 -5.0991 2.0080 0.20
H 7.6118 0.9730 3.8042 0.56
H -5.3580 3.6282 -2.1994 0.58
H -4.7135 7.1373 -0.9175 0.14
H -2.5216 5.4129 4.5834 0.68
H -4.5740 5.0452 -4.4237 0.51
H -6.4901 8.9083 -1.1709 0.43
H -6.7994 0.4036 2.7395 0.55
H 4.6290 -6.5123 1.3385 0.18
H 0.3076 0.2678 -0.0872 0.07
H -6.8907 2.9693 3.4902 0.56
H -6.3857 6.2401 6.9436 0.31
H 0.2549 6.7019 -9.9435 0.32
H -5.7713 0.8402 1.4893 -0.10
H 0.2794 0.1517 1.5762 -0.07
H -1.3160 10.4331 -3.1610 0.38
H 0.3680 -12.8701 3.9599 0.39
H 1.8270 7.1729 -9.4312 0.31
H 4.2425 -0.9984 0.1284 -0.16
H -5.6328 4.5439 5.0421 0.80
H 1.8308 -11.6387 2.5658 0.38
H -6.0535 6.9438 1.7646 0.48
H 2.5703 4.8348 -9.2223 0.35
H -2.1777 -7.5294 -0.8216 0.35
H 4.4570 -6.2840 -2.1204 0.32
H -0.1434 -3.0658 1.5865 -0.07
H 3.6320 1.9628 -1.0458 0.48
H -1.7370 -8.7025 -4.8271 0.41
H -4.5860 8.3531 0.2745 0.44
H 0.7815 -0.3409 -3.6756 -0.13
H -1.1859 2.1872 5.9224 0.05
H -0.9518 -11.6767 3.6711 0.32
H 0.4935 -8.1457 -3.3828 -0.04
H 6.3063 -4.4595 2.4491 0.22
H -4.0278 2.7656 -1.4823 0.21
H 7.0712 3.7821 6.1449 0.41
H -1.9740 -9.9434 -3.6862 0.35
H -7.2235 2.3917 0.4452 0.18
H -0.7270 8.0626 -3.0191 0.31
H 1.1888 -6.4587 -1.7361 -0.30
H 4.2691 -8.3805 -4.1754 0.34
H 1.1758 -1.5574 -1.5845 0.06
H -4.1107 6.5066 5.4457 0.25
H 1.9523 -0.2927 3.4886 -0.01
H -8.1334 6.6184 5.5784 0.29
H -4.1207 4.5645 -1.4130 0.07
H -8.4787 2.0873 1.8005 0.33
H 5.5609 3.9304 4.2550 0.49
H 1.5039 4.0957 -7.1982 0.23
H -3.1771 -0.3029 0.7076 0.21
H 0.4951 -9.6193 -5.3867 0.28
H -3.0277 5.6029 -3.7537 0.10
H -3.3559 5.0543 -6.4712 0.64
H -2.2617 7.3135 -4.6912 0.30
H -2.0584 0.8013 -0.1379 0.22
H 1.4989 -3.3113 1.7910 0.14
H -2.3927 9.7076 -4.2140 0.33
H 0.6260 -2.1829 2.6300 0.06
H 1.1145 2.2099 2.9693 0.01
H 8.5282 -1.3656 3.7390 0.30
H 2.7818 0.3898 4.8102 0.74
H -5.6816 7.8519 6.8252 0.41
H -3.6227 6.7950 2.2379 0.91
H 5.6482 -1.2785 -0.8719 0.44
H -0.7533 3.9471 -8.0026 0.70
H 4.8825 -6.0967 2.9520 0.46
H -7.4491 8.1604 4.9039 0.28
H -5.6611 1.8510 3.8868 0.24
H 5.3429 -7.0322 -4.2882 0.41
H -1.8294 4.7146 7.3970 0.34
H 0.6235 3.0265 -5.4350 1.00
H 3.3702 -8.7662 -1.4536 0.46
H -2.4879 3.0944 -3.2135 -0.03
H 3.4286 1.0572 1.7995 -0.25
H -1.0144 10.4232 -5.0021 0.34
H -3.9920 2.7947 -3.7827 0.38
H -0.7014 3.4019 7.7965 0.47
H 1.8229 2.7689 4.3538 0.70
H 8.3167 1.3801 2.2685 0.43
H -5.0530 7.5673 4.4215 0.34
H 3.7972 -0.7626 -2.2915 0.42
H -3.5353 5.5182 0.9935 -0.27
H 1.4764 5.8154 -7.0764 0.36
H 7.6616 -5.4268 2.5325 0.44
H -0.3591 -0.2911 -5.8512 0.40
H 9.2260 -3.4425 2.9605 0.35
H 3.6026 -7.2434 2.5481 0.22
H -1.1654 -7.8899 1.3504 0.52
H -0.5010 5.7199 -3.7684 0.16
H -3.3825 -7.1472 1.1735 0.41
H 5.0462 0.4604 -2.3348 0.46
H 5.3169 1.4694 0.2553 0.20
H 0.1657 1.2360 -3.3524 -0.16
H 1.0439 4.2007 -9.6522 0.36
H 3.0944 -6.3731 -3.3445 0.05
H 2.4858 1.3195 -2.2318 0.23
H 8.3244 -3.6812 4.3394 0.46
H 0.3309 -11.2623 0.6436 0.37
H -1.5363 -5.8644 -0.8567 -0.02
H -7.1520 7.2695 -0.9463 0.36
H -6.0185 5.6593 0.5735 0.29
H 7.4803 -4.1179 1.2919 0.42
H -1.1038 1.7973 -6.7468 0.36
H -2.0854 0.7539 1.6673 0.23
H -2.3930 3.0320 7.7592 0.37
H -1.1186 7.9058 -5.9613 0.37
H 6.7892 -2.1491 1.3331 0.38
H 2.4306 -8.2877 -2.7793 0.09
H -2.7364 -4.0501 0.9821 0.24
H 0.1446 -10.9888 -4.3521 0.27
H 0.5959 1.5739 4.5045 -0.06
H 6.8486 0.5979 -0.2404 0.71
H 5.6655 2.2776 4.6661 0.28
H 8.0897 -1.0727 1.4123 0.56
H -2.0011 4.4578 3.2939 0.35
H 8.1767 2.6845 5.3409 0.31
H 2.0683 -1.3761 0.8298 -1.63
H 2.0765 -6.4422 -0.2572 0.09
H 6.8826 -1.7968 4.1358 0.41
H 4.9380 -0.4882 3.9660 1.06
H -0.6397 3.7779 5.3385 0.41
H -7.0957 8.5791 0.3678 0.34
H 1.5787 -8.6567 1.7425 0.28
H 0.6561 6.1816 -4.9224 0.89
H -7.9748 8.0190 6.5866 0.41
H 1.7335 -3.1217 -1.0000 0.57
H -1.1886 -9.4722 -1.2707 0.72
H 5.9534 2.8967 2.1830 0.41
H -6.4652 5.4964 3.8219 0.68
H -0.4576 -12.7938 2.3948 0.31
H -2.0823 1.6208 -5.2628 0.38
H 2.5922 0.6479 -0.5560 -0.09
H -1.0593 -0.1066 -3.5330 0.29
H 0.0134 -2.6360 -1.2108 0.31
H 7.4897 3.5289 2.6737 0.55
H -3.0301 3.4346 -5.9559 0.75
H 0.9952 0.8330 -5.5230 0.43
H -4.0110 -6.0573 -0.0003 0.39
H 1.6077 6.2450 -10.8991 0.38
H 0.4533 8.7423 -4.1620 0.34
H 0.9899 -10.4356 3.5379 0.33
H -3.7059 3.2829 5.6069 0.48
H 4.1842 1.8257 3.1730 0.44
H -0.2587 -6.5348 1.3785 0.47
H -0.7132 -10.6055 -5.9695 0.40
H -4.1632 2.6399 1.8758 -0.10
H 2.2772 -9.6548 0.3545 0.71
H -1.0468 -7.5630 -2.9101 0.03
H -3.6414 -4.8297 2.2083 0.43
H -0.9414 5.6297 -8.0630 0.67
H 7.9778 4.4123 4.8619 0.36
H -5.4750 3.6087 1.3730 0.17
H -0.4476 3.0739 -4.0590 -0.38
H -2.8842 2.4255 4.3775 -0.09
H 4.3166 -1.1801 2.4577 0.06
```

The value obtained for the orbital gap is 8.09 eV. Its highest occupied orbital energy is -9.404 eV. The molar mass is 1753.7 g mol⁻¹. Its LUMO energy is -1.312 eV. As for the charge: +1.

=====

11 unconnected molecules or ions with the total composition C19H60N4O11, computed with the ωB97M-V functional and the def2-TZVPD basis.

Structure (XYZ):
```
94
Properties=species:S:1:pos:R:3:mulliken_charge:R:1
O -2.5907 -1.7137 -5.5200 -0.47
O 0.6073 1.9363 -4.8650 -0.70
O 5.9513 0.3053 0.9660 -0.62
O -3.2807 -0.7947 -0.4830 -0.56
O 3.2043 1.5593 -4.4230 -0.60
O -1.7557 -2.6577 3.2920 -0.56
O -0.7457 0.3423 -0.6610 0.64
O 4.7723 -1.7287 2.5910 -0.48
O 3.0273 -1.4967 -1.7730 -0.53
O -2.5327 2.5453 -1.0860 -0.49
O -3.3427 2.0153 3.5000 -0.81
N -1.8967 0.8733 4.9890 -0.29
N -2.8997 -0.2667 3.5470 -0.40
N -4.4907 -0.7067 1.5390 -0.30
N -4.0057 1.1973 0.7010 -0.20
C -0.8027 -2.6457 2.4940 -0.09
C 0.2553 -1.6327 3.0900 0.49
C -3.5027 0.4423 -5.2260 -1.18
C -2.7817 3.6253 -1.8910 -0.88
C -0.1957 1.7583 -3.7720 -0.32
C -2.7167 0.9093 4.0180 0.56
C 3.2833 1.2243 -3.0360 0.02
C 3.8913 -1.3917 4.7010 -1.78
C 0.0883 0.6513 0.2250 1.53
C 3.7173 -1.4807 3.1840 0.90
C -1.2227 -2.4017 1.0650 -1.35
C -3.9527 -0.0887 0.5410 0.01
C 3.1273 -0.2037 2.6880 -1.12
C 1.3223 1.5103 -0.2180 -0.99
C 2.1393 -2.0877 -0.8200 0.06
C 5.0183 0.8413 0.0090 -0.14
C -0.5927 1.2733 1.4050 -1.06
C -2.5357 -0.7117 -4.8290 0.38
C -2.6677 -1.2377 -3.4200 -0.63
H 2.9773 -2.2757 3.0470 0.37
H 0.0053 1.3103 2.3100 0.60
H -3.5337 -0.3347 2.6440 0.22
H -0.9777 2.2893 1.1630 0.27
H -1.8857 4.1213 -2.2450 0.33
H -2.0077 1.8913 -1.5310 0.03
H -4.4287 -1.7107 1.4880 0.30
H -4.5447 0.1073 -5.3060 0.41
H -4.0607 1.6773 1.5410 0.36
H 4.1073 0.5403 -2.8390 0.33
H -2.3267 -0.3717 -2.8380 -0.17
H -1.6497 -0.0297 5.4110 0.23
H 2.3893 -1.7687 0.1850 0.03
H 5.4543 1.5863 -0.7100 0.33
H -0.4347 -2.4677 0.4010 0.14
H 3.8363 0.6133 2.9260 0.71
H -2.0017 -3.0617 0.7860 0.59
H -0.1067 -0.6107 3.2240 -0.45
H 2.0713 0.9003 -0.6630 -0.41
H -1.2147 1.9733 -4.0470 0.25
H -3.6347 -1.5997 -3.1340 0.44
H 2.2123 0.1193 3.2000 0.34
H -1.6037 -1.4437 0.9180 0.59
H -0.1997 0.6923 -3.5450 0.13
H 4.0933 -2.4367 5.0950 0.35
H -5.3677 -0.3007 1.8880 0.30
H -2.3177 -3.3657 2.9650 0.43
H 4.2943 1.4463 0.5350 0.20
H 3.8983 -1.8387 -1.5900 0.29
H 2.2183 -3.1837 -0.9050 0.46
H 4.7593 -0.8467 5.0270 0.43
H -3.1067 1.0193 -6.0990 0.38
H 1.7953 1.9923 0.6630 0.31
H 0.4423 -0.2967 0.4990 -0.91
H 0.1193 2.3343 -2.9160 0.24
H -2.6547 -1.4347 -6.4600 0.40
H -1.9367 -2.0207 -3.2070 0.26
H 3.0013 -1.0397 5.2230 0.36
H -2.2017 -1.0487 3.6640 0.16
H -0.3327 -3.5587 2.4030 0.58
H 1.0693 2.2693 -0.9050 0.68
H -1.4397 0.7493 1.7860 -0.24
H 0.9993 -1.5267 2.2840 -0.94
H -3.3907 4.3683 -1.3930 0.30
H 2.3083 0.7373 -2.8040 -0.15
H 4.0193 1.2243 -4.8390 0.34
H 3.3223 2.1663 -2.4310 0.13
H 4.4933 0.1013 -0.6370 -0.14
H -3.5107 1.2103 -4.4400 -0.01
H 2.9593 -0.1987 1.5700 -0.32
H -1.5047 -0.1177 -0.3610 -0.61
H -3.3857 3.2343 -2.7430 0.28
H 5.0233 -2.6157 2.7290 0.41
H 1.0983 -1.8507 -0.9930 -0.28
H -3.4537 1.7503 0.0220 0.41
H 5.4623 -0.2537 1.5500 0.30
H 0.6953 -1.9067 4.0620 0.62
H -1.5927 -0.2707 -4.9390 0.21
H 1.5503 1.8173 -4.6610 0.42
H -1.7627 1.7813 5.4460 0.29
```

The value obtained for the orbital gap is 9.15 eV. Its highest occupied orbital energy is -9.011 eV. The molar mass is 520.7 g mol⁻¹. Its LUMO energy is 0.135 eV. For the energy above the lowest of the compared OMol25 structures with the same formula, charge and spin, the calculation gives 3.690 eV.

=====

A molecular structure, C52H39AsF3OP2S2W, computed with the ωB97M-V functional and the def2-TZVPD basis.

Structure (XYZ):
```
101
Properties=species:S:1:pos:R:3:mulliken_charge:R:1
W 0.5107 0.0012 -0.4988 0.01
As 2.1738 1.4400 -2.5912 1.65
S 0.9533 -2.4032 -0.3041 -0.66
S -1.0497 -0.2522 -2.6731 -0.65
P -0.7452 -2.2467 0.7937 1.67
P -2.3359 -0.4502 -1.1348 1.22
F 6.0241 -0.5956 7.2359 -0.26
F 5.7032 1.5265 7.4776 -0.28
F 4.2533 0.1175 8.2334 -0.25
O 2.0497 -0.0942 -1.8899 -0.73
C -0.6029 -1.1950 4.7212 -0.71
C 3.8545 2.2371 -2.1743 0.37
C 0.4825 -3.3333 4.4927 -0.97
C -3.5226 -5.1500 1.4309 -0.79
C 1.1734 1.1382 -7.1348 -0.47
C -1.0593 3.8631 -0.1865 -0.51
C -5.6677 -3.4549 -2.0246 -0.55
C 3.9385 3.6252 -2.1205 -0.29
C 0.8061 2.4246 -1.6494 -0.32
C 1.0246 2.6732 -0.2909 -0.71
C 1.6328 0.2608 1.2168 0.47
C 1.7663 2.4790 -5.2328 -0.27
C -3.7182 -2.2469 -2.7426 -0.14
C -3.9827 1.6195 -1.9590 -0.61
C 1.7752 1.3260 -4.4538 0.34
C 5.1608 4.2156 -1.8416 -0.79
C -4.2630 2.7034 0.5856 -0.73
C 0.2652 -3.3021 3.1259 -0.49
C 6.2780 3.4214 -1.6152 -0.46
C -2.6528 -4.0879 1.6201 -0.43
C -1.8346 -3.6663 0.5730 0.87
C -4.7539 -3.1303 -3.0158 -0.74
C 2.2414 0.3562 2.2679 0.19
C 6.1810 2.0366 -1.6610 -0.74
C 3.7847 -0.7886 5.4396 -0.99
C 5.0893 0.3680 7.2105 0.83
C -3.4480 1.5955 0.3917 -0.10
C 1.4596 2.3801 -6.5792 -0.79
C -0.4003 -2.2164 2.5574 0.49
C -3.6086 -1.6829 -1.4778 0.89
C -1.8877 -4.3120 -0.6593 -0.49
C -3.3071 1.0545 -0.8800 0.54
C -1.2485 3.6595 -1.5564 -0.61
C 1.1887 -0.0058 -6.3494 -0.79
C 4.9643 1.4357 -1.9454 -0.34
C 4.3580 0.3921 5.9001 0.38
C -3.5772 -5.7896 0.1998 -0.56
C -4.5307 -2.0030 -0.4838 -0.55
C -4.9304 3.2711 -0.4905 -0.45
C 3.5467 1.5612 3.9724 -0.78
C 2.9677 0.3842 3.4974 0.17
C -1.2838 -0.6991 0.2191 -1.39
C -5.5531 -2.8950 -0.7570 -0.67
C -4.7890 2.7291 -1.7637 -0.78
C 0.0530 3.3566 0.4495 -0.70
C 3.0958 -0.7947 4.2436 -0.46
C 0.0460 -2.2798 5.2902 -0.42
C -0.3411 2.9263 -2.2838 -0.45
C -0.8308 -1.1622 3.3508 -0.05
C 4.2427 1.5637 5.1707 -0.63
C -2.7627 -5.3713 -0.8438 -0.67
C 1.4887 0.0830 -4.9982 -0.36
H -4.8422 -3.5661 -4.0027 0.44
H -1.2444 -3.9825 -1.4664 0.31
H 1.9966 3.4465 -4.8010 0.40
H -3.8721 1.1932 -2.9503 0.44
H -2.9083 1.1529 1.2199 0.43
H 5.2388 5.2941 -1.7942 0.42
H -5.3166 3.1691 -2.6009 0.44
H -2.8046 -5.8744 -1.8013 0.43
H -1.7962 4.4249 0.3717 0.48
H 4.6951 2.4745 5.5376 0.47
H 7.2311 3.8852 -1.3950 0.41
H -4.1518 -5.4824 2.2466 0.43
H 1.4475 3.2694 -7.1955 0.41
H 0.9655 -0.9700 -6.7867 0.43
H -1.3228 -0.3147 2.8894 0.27
H 0.2204 -2.3045 6.3585 0.44
H -2.6038 -3.5987 2.5855 0.47
H 0.9931 -4.1776 4.9391 0.40
H -4.3780 3.1211 1.5782 0.48
H -6.2641 -3.1522 0.0177 0.44
H -5.5686 4.1327 -0.3399 0.41
H -2.1289 4.0630 -2.0392 0.46
H 3.0605 4.2430 -2.2718 0.40
H -6.4736 -4.1460 -2.2368 0.44
H 7.0514 1.4226 -1.4718 0.42
H 0.6091 -4.1190 2.5009 0.44
H 4.8749 0.3575 -1.9687 0.43
H 3.4506 2.4729 3.3980 0.46
H 0.2130 3.5091 1.5090 0.51
H 1.9570 2.4031 0.1807 1.01
H 2.6456 -1.7032 3.8666 0.65
H -2.9910 -2.0020 -3.5071 0.42
H -0.5093 2.7276 -3.3335 0.37
H -4.4505 -1.5580 0.5026 0.38
H 0.9387 1.0633 -8.1889 0.41
H 1.4898 -0.7980 -4.3689 0.57
H -4.2534 -6.6226 0.0534 0.44
H 3.8870 -1.6989 6.0176 0.42
H -0.9313 -0.3717 5.3428 0.42
```

The value obtained for the orbital gap (spin up / spin down) is 6.60 / 7.38 eV. The spin multiplicity is 3. As for the expectation value of S²: 2.04. Its highest occupied orbital energy (spin up / spin down) is -9.581 / -10.387 eV. The molar mass is 1121.7 g mol⁻¹. Its LUMO energy (spin up / spin down) is -2.977 / -3.007 eV. For the energy above the lowest of the compared OMol25 structures with the same formula, charge and spin, the calculation gives 0.070 eV. As for the charge: +1.